{"formula": "C20H11BrCuF3N2O2S", "method": "ωB97M-V/def2-TZVPD", "e_homo_ev": -0.501, "orbital_gap_ev": 4.93, "e_tot_ev": -161665.0303, "charge": -2, "species": ["Cu", "S", "C", "C", "C", "C", "C", "C", "N", "C", "C", "C", "C", "C", "C", "C", "H", "H", "H", "H", "H", "H", "H", "H", "Br", "C", "C", "C", "C", "C", "N", "C", "O", "O", "H", "H", "H", "F", "C", "F", "F"], "positions_angstrom": [[-0.109, 1.018, -0.276], [-2.114, -3.273, -1.083], [-1.340, -3.083, -2.621], [-1.453, -3.846, -3.781], [-0.712, -3.470, -4.890], [0.129, -2.350, -4.841], [0.242, -1.594, -3.689], [-0.498, -1.966, -2.569], [-0.457, -1.304, -1.357], [-1.231, -1.842, -0.484], [-1.434, -1.331, 0.889], [-2.097, -2.142, 1.816], [-2.333, -1.686, 3.100], [-1.885, -0.404, 3.434], [-1.218, 0.375, 2.503], [-0.952, -0.027, 1.168], [-2.107, -4.709, -3.821], [-0.789, -4.045, -5.805], [0.695, -2.069, -5.720], [0.873, -0.717, -3.621], [-2.421, -3.143, 1.539], [-2.841, -2.309, 3.827], [-2.067, -0.016, 4.433], [-0.885, 1.362, 2.819], [-0.760, 4.109, 2.520], [0.993, 3.324, 2.491], [1.802, 3.487, 3.605], [3.064, 2.916, 3.536], [3.443, 2.236, 2.393], [2.536, 2.120, 1.343], [1.319, 2.669, 1.411], [2.919, 1.309, 0.087], [4.148, 1.148, -0.063], [1.964, 0.857, -0.566], [1.453, 4.030, 4.471], [3.742, 3.004, 4.378], [4.416, 1.784, 2.269], [-1.736, 3.183, -1.546], [-0.831, 2.148, -1.837], [-1.559, 1.424, -2.808], [0.090, 2.824, -2.654]], "lowdin_charge": [0.2759, 1.0324, -0.4929, -0.1236, -0.1314, -0.1070, 0.0023, -0.2917, 0.1189, -0.4833, -0.2629, -0.1163, -0.1463, -0.1346, -0.1388, -0.1082, 0.0902, 0.0821, 0.0882, 0.1248, 0.0620, 0.0733, 0.0790, 0.0171, 0.6874, -0.7359, -0.1396, -0.0890, -0.0197, -0.1507, 0.1147, -0.6402, -0.0567, -0.0446, 0.0806, 0.0924, 0.1037, -0.0823, -0.4741, -0.0834, -0.0719]}

{"formula": "C8H14NO7S", "method": "ωB97M-V/def2-TZVPD", "e_homo_ev": -13.285, "orbital_gap_ev": 9.39, "e_tot_ev": -35171.8396, "charge": 1, "species": ["O", "C", "N", "S", "C", "O", "C", "O", "C", "C", "O", "H", "H", "H", "H", "H", "H", "H", "H", "H", "H", "C", "C", "O", "C", "O", "O", "H", "H", "H", "H"], "positions_angstrom": [[-2.498, -0.516, 2.486], [-2.922, 0.378, 1.926], [-3.402, 1.341, 1.300], [-2.550, 1.852, -0.018], [-1.581, 3.237, 0.714], [-0.621, 2.576, 1.438], [0.721, 2.616, 0.876], [0.700, 2.271, -0.447], [0.573, 0.861, -0.698], [1.024, 0.581, -2.108], [0.296, 1.327, -3.058], [-3.546, 2.504, -0.649], [-2.248, 3.798, 1.367], [-1.227, 3.856, -0.111], [1.130, 3.617, 0.989], [1.275, 1.913, 1.496], [1.174, 0.287, 0.009], [-0.473, 0.577, -0.607], [2.101, 0.753, -2.201], [0.838, -0.473, -2.309], [0.372, 2.258, -2.833], [1.184, -4.102, 1.046], [1.790, -3.782, -0.310], [0.733, -3.039, -0.941], [-0.057, -2.521, 0.017], [-0.929, -1.731, -0.185], [0.269, -3.007, 1.227], [1.903, -4.119, 1.858], [0.614, -5.031, 1.042], [2.668, -3.140, -0.234], [2.031, -4.657, -0.906]], "lowdin_charge": [0.3012, -0.3186, -0.1536, 1.2247, -0.3415, -0.1395, -0.1924, -0.1040, -0.1866, -0.2201, -0.0314, 0.0411, 0.1242, 0.1253, 0.1524, 0.1479, 0.1373, 0.0538, 0.1326, 0.1246, 0.0819, -0.0925, -0.0933, 0.0627, -0.5801, 0.1314, 0.0671, 0.1360, 0.1377, 0.1341, 0.1374]}

{"formula": "C4H6F3NO", "method": "ωB97M-V/def2-TZVPD", "e_homo_ev": -9.643, "orbital_gap_ev": 10.43, "e_tot_ev": -15933.9778, "smiles": "OC1(C(F)(F)F)CNC1", "species": ["O", "C", "C", "F", "F", "F", "C", "N", "C", "H", "H", "H", "H", "H", "H"], "positions_angstrom": [[0.265, 1.783, -0.601], [0.379, 0.435, -0.623], [1.534, 0.035, -1.585], [1.433, -1.113, -2.262], [1.755, 0.945, -2.543], [2.696, 0.006, -0.856], [0.648, -0.086, 0.839], [-0.808, -0.447, 0.896], [-0.954, -0.371, -0.587], [-0.172, 2.195, -1.378], [1.394, -0.920, 0.774], [0.779, 0.711, 1.620], [-0.979, -1.322, 1.296], [-1.869, 0.217, -0.838], [-0.930, -1.178, -1.401]], "lowdin_charge": [0.0440, -0.4295, -0.5311, 0.1466, 0.1392, 0.1067, -0.0764, -0.0138, -0.1113, 0.1397, 0.1302, 0.1363, 0.0711, 0.1158, 0.1325]}